1.
C52H48MnN6OPS4Sb as an isolated structure. Source: the OMol25 dataset; level of theory: ωB97M-V with the def2-TZVPD basis set.

Last column: Löwdin spin population.
Geometry (Å):
Mn (0.621, -0.019, -1.279)  4.12
C (-3.293, -1.624, 2.643)  0.01
N (-2.879, -1.200, 1.314)  0.01
C (-1.701, -0.595, 0.989)  0.05
N (-1.644, -0.388, -0.309)  0.03
C (-2.830, -0.829, -0.846)  0.00
C (-3.612, -1.349, 0.150)  0.00
C (-5.020, -1.805, 0.165)  0.00
C (-5.415, -2.997, -0.428)  0.00
C (-6.748, -3.399, -0.405)  0.00
C (-7.701, -2.616, 0.225)  0.00
C (-7.319, -1.429, 0.832)  0.00
C (-5.989, -1.027, 0.796)  0.00
C (-3.208, -0.577, -2.253)  0.00
C (-3.686, -1.576, -3.097)  0.00
C (-4.055, -1.283, -4.404)  0.00
C (-3.938, 0.015, -4.886)  0.00
C (-3.444, 1.013, -4.057)  0.00
C (-3.086, 0.717, -2.751)  0.00
P (-0.554, 0.030, 2.315)  0.21
C (0.959, -0.878, 1.817)  0.08
N (1.656, -0.792, 0.685)  0.04
C (2.842, -1.449, 0.890)  0.00
C (2.891, -1.935, 2.171)  0.02
N (1.682, -1.583, 2.751)  0.04
C (1.330, -1.727, 4.149)  0.01
C (3.941, -2.708, 2.859)  0.00
C (5.280, -2.326, 2.765)  0.00
C (6.280, -3.066, 3.378)  0.00
C (5.968, -4.202, 4.115)  0.00
C (4.643, -4.593, 4.220)  0.00
C (3.643, -3.856, 3.593)  0.00
C (3.847, -1.763, -0.157)  0.00
C (4.202, -3.099, -0.356)  0.00
C (5.129, -3.453, -1.324)  0.00
C (5.698, -2.473, -2.129)  0.00
C (5.347, -1.144, -1.942)  0.00
C (4.443, -0.789, -0.948)  0.00
C (-0.396, 1.679, 1.691)  0.10
N (-0.165, 2.022, 0.412)  0.11
C (-0.096, 3.383, 0.386)  -0.01
C (-0.236, 3.907, 1.656)  0.06
N (-0.424, 2.805, 2.492)  0.11
C (-0.770, 2.801, 3.887)  0.02
C (-0.288, 5.290, 2.142)  0.01
C (-1.006, 6.276, 1.449)  0.02
C (-1.046, 7.585, 1.904)  0.00
C (-0.392, 7.952, 3.076)  0.02
C (0.314, 6.987, 3.779)  0.00
C (0.371, 5.678, 3.314)  0.02
C (0.045, 4.168, -0.860)  0.00
C (0.930, 5.240, -0.945)  0.00
C (0.952, 6.045, -2.074)  0.00
C (0.109, 5.770, -3.143)  0.00
C (-0.740, 4.676, -3.084)  0.00
C (-0.773, 3.881, -1.948)  0.00
H (-2.493, -2.171, 3.133)  0.00
H (-4.161, -2.271, 2.549)  0.00
H (-3.550, -0.766, 3.266)  0.01
H (-4.667, -3.621, -0.902)  0.00
H (-7.036, -4.327, -0.882)  0.00
H (-8.739, -2.925, 0.238)  0.00
H (-8.056, -0.806, 1.323)  0.00
H (-5.691, -0.090, 1.252)  0.00
H (-3.727, -2.597, -2.741)  0.00
H (-4.403, -2.077, -5.054)  0.00
H (-4.197, 0.240, -5.915)  0.00
H (-3.304, 2.018, -4.436)  0.00
H (-2.671, 1.485, -2.111)  0.00
H (2.224, -1.958, 4.720)  0.00
H (0.594, -2.518, 4.308)  0.00
H (0.907, -0.791, 4.511)  0.01
H (5.532, -1.440, 2.194)  0.00
H (7.311, -2.750, 3.279)  0.00
H (6.751, -4.778, 4.595)  0.00
H (4.381, -5.485, 4.777)  0.00
H (2.616, -4.200, 3.649)  0.00
H (3.733, -3.868, 0.245)  0.00
H (5.375, -4.499, -1.474)  0.00
H (6.381, -2.748, -2.925)  0.00
H (5.734, -0.376, -2.601)  0.00
H (4.143, 0.244, -0.836)  0.00
H (-1.207, 3.757, 4.160)  0.00
H (0.102, 2.610, 4.524)  0.01
H (-1.502, 2.013, 4.073)  0.01
H (-1.525, 6.001, 0.539)  0.00
H (-1.601, 8.325, 1.338)  0.00
H (-0.431, 8.975, 3.432)  0.00
H (0.843, 7.255, 4.688)  0.00
H (0.961, 4.947, 3.854)  0.00
H (1.605, 5.432, -0.119)  0.00
H (1.660, 6.862, -2.139)  0.00
H (0.164, 6.364, -4.047)  0.00
H (-1.343, 4.411, -3.944)  0.00
H (-1.409, 3.006, -1.908)  0.00
S (3.750, -0.077, -4.853)  0.01
Sb (2.340, 1.431, -3.895)  0.02
S (2.415, 1.507, -1.510)  -0.12
S (0.133, 0.536, -3.446)  -0.21
S (2.354, 3.449, -4.937)  0.01
C (1.893, -2.900, -3.136)  0.00
C (0.594, -3.010, -2.314)  0.01
C (0.666, -4.181, -1.327)  0.00
C (-0.581, -3.254, -3.267)  0.00
O (0.352, -1.867, -1.568)  0.09
H (2.370, -3.877, -3.284)  0.00
H (2.606, -2.247, -2.630)  0.00
H (1.711, -2.452, -4.115)  0.00
H (0.916, -5.124, -1.830)  0.00
H (-0.298, -4.292, -0.819)  0.00
H (1.424, -3.969, -0.572)  0.00
H (-0.373, -4.093, -3.943)  0.00
H (-0.750, -2.352, -3.860)  0.00
H (-1.492, -3.478, -2.699)  0.00

Summary:
HOMO level (spin up / spin down) ... 0.542 / -1.896 eV
<S²> ... 9.051
Net charge ... -2
ΔE to the lowest compared entry with this formula, charge and spin ... 0.0 kcal per mole
E_LUMO (spin up / spin down) ... 3.6 / 3.6 eV
Molecular weight ... 1108.94 g/mol
Multiplicity ... 6

---

2.
C4H4GdO2 as an isolated structure. Source: the OMol25 dataset; level of theory: ωB97M-V with the def2-TZVPD basis set.

Last column: Löwdin spin population.
Geometry (Å):
O (-3.096, -0.214, 0.445)  0.20
C (-2.129, -0.282, -0.136)  0.12
C (-0.997, 0.282, -0.697)  0.57
C (0.328, -0.327, -0.625)  0.19
C (1.452, 0.485, -0.075)  0.11
H (0.569, -1.114, -1.343)  0.02
H (2.452, 0.239, -0.434)  0.01
H (1.259, 1.491, 0.299)  0.00
H (-1.236, 1.340, -1.005)  0.02
Gd (0.567, -1.346, 2.886)  6.69
O (0.829, -0.553, 0.686)  0.09

Summary:
HOMO level (spin up / spin down) ... -29.002 / -30.112 eV
<S²> ... 20.404
Net charge ... +4
ΔE to the lowest compared entry with this formula, charge and spin ... 0.0 kcal per mole
E_LUMO (spin up / spin down) ... -20.2 / -24.9 eV
Molecular weight ... 241.32 g/mol
Multiplicity ... 9

---

3.
A 7-piece molecular cluster, CH16NO6 overall. Source: the OMol25 dataset; level of theory: ωB97M-V with the def2-TZVPD basis set.

Last column: Mulliken charge in e.
Geometry (Å):
C (-0.484, 2.218, -0.633)  -0.20
N (-0.051, 1.475, 0.332)  -0.12
H (-1.362, 2.819, -0.620)  0.32
H (0.041, 2.076, -1.540)  0.29
H (0.705, 0.769, 0.344)  0.36
H (-0.641, 1.445, 1.200)  0.33
H (-2.955, -0.011, 1.244)  0.31
H (-1.937, -0.113, 0.040)  0.33
O (-1.928, 0.007, 0.994)  -0.62
H (0.293, -1.388, -1.756)  0.38
H (-0.885, -2.179, -2.523)  0.25
O (-0.619, -1.475, -2.002)  -0.62
H (2.579, 0.846, 1.900)  0.32
H (2.499, -0.706, 2.225)  0.33
O (2.754, -0.061, 1.522)  -0.70
H (-2.440, 0.866, -2.616)  0.29
H (-1.445, -0.013, -2.084)  0.36
O (-1.775, 0.897, -2.016)  -0.54
H (-0.092, -1.388, 3.237)  0.30
H (0.155, -1.998, 1.923)  0.27
O (0.587, -1.631, 2.602)  -0.55
H (1.913, -0.861, 0.005)  0.30
H (2.220, -0.949, -1.490)  0.34
O (1.558, -0.591, -0.852)  -0.75

Summary:
HOMO level ... -14.886 eV
Net charge ... +1
ΔE to the lowest compared entry with this formula, charge and spin ... 41.1 kcal per mole
E_LUMO ... -3.6 eV
Molecular weight ... 138.14 g/mol
Multiplicity ... 1

---

4.
ArH22O11 as an isolated structure. Source: the OMol25 dataset; level of theory: ωB97M-V with the def2-TZVPD basis set.

Last column: Mulliken charge in e.
Geometry (Å):
Ar (-0.113, 0.010, -0.259)  0.02
O (-2.437, 3.416, -1.620)  -0.61
H (-3.144, 3.242, -2.242)  0.31
H (-2.706, 2.968, -0.819)  0.31
O (2.026, 2.973, -2.236)  -0.64
H (1.903, 2.578, -1.373)  0.36
H (1.174, 2.889, -2.663)  0.33
O (-0.616, -0.914, 2.637)  -0.80
H (-1.211, -0.980, 3.384)  0.31
H (-0.512, -1.815, 2.332)  0.38
O (2.585, 0.012, -2.243)  -0.60
H (2.133, 0.644, -2.801)  0.28
H (2.501, -0.821, -2.708)  0.29
O (0.550, -3.075, 1.422)  -0.68
H (1.397, -2.782, 1.757)  0.33
H (0.369, -3.883, 1.901)  0.30
O (-3.920, -1.935, -0.478)  -0.67
H (-3.291, -1.654, -1.144)  0.37
H (-3.649, -1.475, 0.317)  0.43
O (-3.141, -0.280, 1.570)  -0.70
H (-3.266, 0.588, 1.185)  0.34
H (-2.212, -0.307, 1.802)  0.41
O (1.831, 0.206, 2.789)  -0.68
H (2.291, -0.305, 2.123)  0.32
H (1.014, -0.270, 2.936)  0.41
O (-2.383, -1.345, -2.649)  -0.68
H (-2.786, -0.530, -2.948)  0.30
H (-1.699, -1.526, -3.294)  0.30
O (3.052, -1.019, 0.559)  -0.55
H (2.841, -0.621, -0.285)  0.29
H (3.964, -1.298, 0.471)  0.27
O (2.265, 2.527, 0.549)  -0.64
H (2.136, 1.813, 1.173)  0.33
H (3.057, 2.971, 0.853)  0.28

Summary:
HOMO level ... -10.064 eV
Net charge ... 0
ΔE to the lowest compared entry with this formula, charge and spin ... 15.5 kcal per mole
E_LUMO ... 0.0 eV
Molecular weight ... 238.11 g/mol
Multiplicity ... 1